No. 1
One molecule with the formula C7H14INS, computed with the ωB97M-V functional and the def2-TZVPD basis.

LUMO level (alpha / beta)	-0.0030 / -0.0520	hartree
<S²>	2.01
orbital gap (alpha / beta)	6.47 / 7.67	eV
E_HOMO (alpha / beta)	-6.6 / -9.1	eV

Geometry as ORCA input:
```
! wB97M-V def2-TZVPD RIJCOSX def2/J DEFGRID3
* xyz 0 3
C 0.4216 -1.1521 -2.6064
C 1.7592 -1.1698 -1.7636
C 0.6302 0.3042 0.0829
C 0.2288 0.7892 2.5154
C -1.2063 -0.8358 1.3809
C -1.3149 1.5733 0.6817
C -0.3870 0.5233 1.1823
N -0.4172 0.0728 -2.3705
S 1.3779 -1.1925 -0.0296
I 0.2577 1.6655 -3.4088
H 0.8570 -1.1870 -3.6045
H -0.0754 -2.1292 -2.2989
H 2.3889 -2.1305 -1.9813
H 2.3567 -0.2640 -1.8820
H 1.1052 1.1188 -0.4577
H 1.0941 1.4883 2.3956
H 0.6517 -0.1611 2.6504
H -0.5723 0.8818 3.3082
H -2.0358 -0.5225 1.9440
H -1.7093 -1.2419 0.4895
H -0.7492 -1.6666 1.9565
H -2.1303 1.5453 1.4198
H -1.7299 1.1572 -0.2578
H -0.8015 2.5335 0.6539
*
```

***

No. 2
An isolated ion of composition C7H14N and charge +1, computed with the ωB97M-V functional and the def2-TZVPD basis.

LUMO level	-0.1830	hartree
orbital gap	9.32	eV
energy above the lowest of the compared OMol25 structures with the same formula, charge and spin	248.9	kJ/mol
E_HOMO	-14.3	eV
SMILES	C=CC(C)(C)[N+](=C)C

Geometry as ORCA input:
```
! wB97M-V def2-TZVPD RIJCOSX def2/J DEFGRID3
* xyz 1 1
C 1.4730 0.4729 -0.5320
C 2.4580 0.8474 0.2077
C -2.4765 -0.0239 0.1440
C 0.1633 -0.4003 -0.0844
C 0.4710 -0.8834 1.3462
C 0.1295 -1.6520 -1.0237
C -0.9238 1.7822 -0.2770
N -1.2341 0.3875 -0.0737
H 2.2780 0.6758 1.2172
H 3.4019 1.2024 -0.2003
H -2.6134 -1.1217 0.0683
H -3.3190 0.6027 0.0311
H 1.4147 -0.9353 1.6105
H -0.0534 -1.7623 1.5559
H 0.0883 -0.0943 2.0303
H -0.4499 -2.5345 -0.5787
H 1.1556 -1.9199 -1.1531
H -0.3672 -1.5059 -1.9483
H -1.7550 2.4378 -0.0932
H -0.1547 2.1650 0.5339
H -0.5274 1.9533 -1.3205
H 1.4145 0.6620 -1.6368
*
```

***

No. 3
An isolated ion of composition C7H14N and charge +1, computed with the ωB97M-V functional and the def2-TZVPD basis.

LUMO level	-0.1990	hartree
orbital gap	8.75	eV
energy above the lowest of the compared OMol25 structures with the same formula, charge and spin	401.8	kJ/mol
E_HOMO	-14.2	eV
SMILES	CC[C@@]1(C)C(C)=[N+]1C

Geometry as ORCA input:
```
! wB97M-V def2-TZVPD RIJCOSX def2/J DEFGRID3
* xyz 1 1
C -0.6194 -0.0927 -0.8161
C -0.0945 0.6913 0.3534
C -1.5382 -0.2619 -1.7952
C -0.8742 1.7869 1.1100
C 1.9830 -0.1455 -0.8063
C -1.1903 -1.6283 1.4851
C 1.4154 0.8409 0.1713
N -0.4133 -0.6755 0.6009
H -1.7852 0.6211 -2.4009
H -2.3289 -0.4704 -1.1263
H -1.4570 -1.1385 -2.3908
H -0.2407 2.5293 1.6577
H -1.6090 1.3408 1.7503
H -1.4186 2.4600 0.3041
H 1.9365 -1.1247 -0.4630
H 3.0664 0.0495 -0.9382
H 1.4743 -0.0887 -1.7592
H -1.9205 -0.9986 1.9964
H -0.4160 -2.1318 2.1480
H -1.4675 -2.5384 0.8621
H 1.7389 1.8369 -0.1471
H 1.7972 0.8037 1.1581
*
```

***

No. 4
An isolated ion of composition C7H14N and charge +1, computed with the ωB97M-V functional and the def2-TZVPD basis.

LUMO level	-0.1297	hartree
orbital gap	9.18	eV
energy above the lowest of the compared OMol25 structures with the same formula, charge and spin	251.7	kJ/mol
E_HOMO	-12.7	eV
SMILES	C=CC(=C)C[C@@H](C)[NH3+]

Geometry as ORCA input:
```
! wB97M-V def2-TZVPD RIJCOSX def2/J DEFGRID3
* xyz 1 1
C -0.1514 -2.6056 -1.0440
C -0.3418 -1.0371 -0.8916
C 0.5403 -0.4115 0.2275
C 0.8016 1.0794 0.2099
C 1.5978 1.6433 -0.7092
C 0.3378 2.6649 1.9902
C -0.1537 1.8723 1.0132
N -1.7963 -0.9156 -0.4094
H 0.0517 -3.1723 -0.1039
H -0.9769 -3.0591 -1.5125
H 0.9124 -2.7990 -1.4899
H -0.3221 -0.3462 -1.8496
H 0.5066 -0.8502 1.3274
H 1.5779 -0.9613 0.4042
H 1.6668 2.6996 -0.8314
H 2.2514 1.0022 -1.3181
H -0.3548 3.1638 2.7585
H 1.4399 2.8437 2.1789
H -1.2044 1.6965 0.8643
H -1.9626 -1.5673 0.3839
H -2.4295 -1.0776 -1.1291
H -1.9905 0.1369 -0.0693
*
```

***

No. 5
A 2-piece molecular cluster, C7H14N2 overall, computed with the ωB97M-V functional and the def2-TZVPD basis.

LUMO level	0.0294	hartree
orbital gap	9.33	eV
energy above the lowest of the compared OMol25 structures with the same formula, charge and spin	48.3	kJ/mol
E_HOMO	-8.5	eV
SMILES	Cc1c[nH]cn1.CCC

Geometry as ORCA input:
```
! wB97M-V def2-TZVPD RIJCOSX def2/J DEFGRID3
* xyz 0 1
C -1.5599 -3.0067 -0.9490
C -3.0354 0.1598 -1.6416
C -1.9481 -1.5793 -0.9816
C -1.2054 -0.4926 -0.6154
N -3.0730 -1.1388 -1.6335
N -1.9167 0.6091 -0.9997
H -3.6525 0.8678 -2.1686
H -1.5104 1.5152 -0.8429
H -0.3218 -0.4986 -0.0072
H -0.5029 -3.1391 -0.7308
H -1.7773 -3.5485 -1.8654
H -2.1106 -3.6016 -0.2086
C 1.9807 0.6659 1.0372
C 2.2244 1.7406 -0.0426
C 1.8465 1.2345 2.4205
H 1.1711 0.0305 0.6999
H 2.8012 -0.0340 0.8731
H 2.7045 1.2509 -0.8899
H 2.7857 1.6838 2.7374
H 2.9931 2.4311 0.3304
H 1.3906 2.4086 -0.2744
H 1.0532 1.9634 2.5614
H 1.6631 0.4780 3.1913
*
```

***

No. 6
A 2-piece molecular cluster, C7H14N2 overall, computed with the ωB97M-V functional and the def2-TZVPD basis.

LUMO level	0.0294	hartree
orbital gap	9.00	eV
energy above the lowest of the compared OMol25 structures with the same formula, charge and spin	215.7	kJ/mol
E_HOMO	-8.2	eV
SMILES	Cc1c[nH]cn1.CCC

Geometry as ORCA input:
```
! wB97M-V def2-TZVPD RIJCOSX def2/J DEFGRID3
* xyz 0 1
C 0.1358 -2.4573 1.3360
C -1.4920 0.4394 2.7756
C -0.2590 -1.1586 2.0370
C 0.6543 -0.1381 2.5303
N -1.5945 -0.7784 2.2873
N -0.1569 0.8759 2.8268
H -2.2851 1.1107 2.9447
H 0.1887 1.7523 3.2355
H 1.8074 -0.1550 2.4892
H -0.1285 -3.2576 2.0514
H 1.0269 -2.7863 0.6720
H -0.6677 -2.5043 0.4673
C 0.6218 1.2962 -2.0475
C -0.2834 1.4361 -3.3820
C 0.3805 -0.1437 -1.5960
H 1.6603 1.4167 -2.2437
H 0.5446 1.9836 -1.2156
H -1.3611 1.5728 -3.2698
H 1.0955 -0.2299 -0.7177
H -0.5168 -0.3054 -0.9771
H 0.6713 -0.9428 -2.4340
H -0.0256 2.4090 -3.7970
H -0.0161 0.5648 -3.9729
*
```

***

No. 7
A 2-piece molecular cluster, C7H14N2 overall, computed with the ωB97M-V functional and the def2-TZVPD basis.

LUMO level	0.0320	hartree
orbital gap	9.47	eV
energy above the lowest of the compared OMol25 structures with the same formula, charge and spin	115.2	kJ/mol
E_HOMO	-8.6	eV
SMILES	Cc1c[nH]cn1.CCC

Geometry as ORCA input:
```
! wB97M-V def2-TZVPD RIJCOSX def2/J DEFGRID3
* xyz 0 1
C -1.4499 1.8867 -0.5559
C -2.0858 0.4934 -0.5712
C -2.0423 2.8305 0.6040
H -0.3991 1.9539 -0.3213
H -1.6020 2.2937 -1.5673
H -3.1534 0.3645 -0.3831
H -1.3931 3.7040 0.6652
H -3.0519 3.0070 0.2553
H -1.4702 -0.1087 0.1241
H -1.9732 0.0659 -1.5784
H -2.0985 2.2895 1.5552
C 0.2928 -2.7910 0.2680
C 2.2200 0.1725 0.0404
C 1.4059 -1.8472 0.1873
C 2.7896 -1.9589 0.0409
N 1.0854 -0.4435 0.1156
N 3.2539 -0.6673 -0.0985
H 2.2432 1.1924 0.4075
H 4.2170 -0.4405 -0.2755
H 3.2717 -2.8845 0.3351
H 0.5392 -3.6519 -0.3509
H -0.6413 -2.3372 -0.1845
H 0.0419 -3.1235 1.2882
*
```

***

No. 8
A 2-piece molecular cluster, C7H14N2 overall, computed with the ωB97M-V functional and the def2-TZVPD basis.

LUMO level	0.0279	hartree
orbital gap	9.28	eV
energy above the lowest of the compared OMol25 structures with the same formula, charge and spin	187.0	kJ/mol
E_HOMO	-8.5	eV
SMILES	CCc1c[nH]cn1.CC

Geometry as ORCA input:
```
! wB97M-V def2-TZVPD RIJCOSX def2/J DEFGRID3
* xyz 0 1
C 1.0557 -3.4733 -1.0861
C 1.2262 -2.7414 -2.3499
H 1.2754 -4.4920 -1.2739
H 1.7261 -2.9652 -0.3359
H 0.0489 -3.2091 -0.5832
H 0.5679 -3.1274 -3.0340
H 2.3873 -2.7170 -2.5912
H 0.9534 -1.6617 -2.2776
C 1.0056 2.1231 1.1360
C 0.7973 3.3032 0.3261
C -0.1968 1.1284 0.8616
C -1.0607 1.1512 -0.2690
C -1.3801 -0.7774 0.9106
N -0.4251 -0.0414 1.6216
N -1.7804 -0.0590 -0.1505
H 1.7910 1.4608 0.6403
H 1.1547 2.2667 2.1966
H 0.0567 4.0188 0.9254
H -1.0713 1.9379 -1.0582
H -1.7141 -1.7908 1.2008
H -2.5075 -0.3883 -0.8771
H 0.3461 3.1745 -0.6396
H 1.7407 3.9129 0.2334
*
```

***

No. 9
One molecule with the formula C7H14N2, computed with the ωB97M-V functional and the def2-TZVPD basis.

LUMO level (alpha / beta)	0.0353 / 0.0353	hartree
orbital gap (alpha / beta)	8.34 / 8.34	eV
energy above the lowest of the compared OMol25 structures with the same formula, charge and spin	181.8	kJ/mol
E_HOMO (alpha / beta)	-7.4 / -7.4	eV
SMILES	C/C=C(/N)C(N)=C(C)C

Geometry as ORCA input:
```
! wB97M-V def2-TZVPD RIJCOSX def2/J DEFGRID3
* xyz 0 1
C -0.9178 0.5758 -1.7363
C 0.9653 1.9739 -0.8269
C 1.4547 -1.7961 -0.2364
C -0.3192 0.4877 0.7381
C -0.6802 -0.8794 0.8813
C -0.0023 0.8427 -0.5677
N -0.1622 1.2880 1.8794
N -1.7548 -1.2614 1.6831
C -0.0282 -1.7134 -0.0115
H 0.2970 0.8313 2.6563
H 0.2083 2.2108 1.7110
H -2.3454 -0.5264 2.0427
H -1.8975 -2.2526 1.7985
H -0.5347 -2.6497 -0.2593
H -0.3439 0.2592 -2.6108
H -1.6530 -0.1901 -1.5029
H 0.4607 2.9459 -0.8448
H -1.4539 1.4886 -2.0201
H 1.4412 1.8420 -1.8004
H 1.7519 2.0239 -0.0721
H 1.8857 -2.6449 0.3054
H 1.6724 -1.9703 -1.2938
H 1.9558 -0.8856 0.0873
*
```

***

No. 10
C7H14N2 as an isolated structure, computed with the ωB97M-V functional and the def2-TZVPD basis.

LUMO level (alpha / beta)	-0.0095 / -0.0200	hartree
orbital gap (alpha / beta)	7.73 / 6.80	eV
energy above the lowest of the compared OMol25 structures with the same formula, charge and spin	500.6	kJ/mol
E_HOMO (alpha / beta)	-8.0 / -7.3	eV

Geometry as ORCA input:
```
! wB97M-V def2-TZVPD RIJCOSX def2/J DEFGRID3
* xyz 0 1
C 1.2260 0.8020 2.0622
C -0.1257 -0.5839 0.3916
C 0.9387 0.7323 0.5608
N -1.3707 -0.2873 1.0507
C 0.4041 1.9692 0.0225
N 0.3979 -1.7351 0.7881
H -2.0869 0.0885 0.4476
H -1.6968 -1.1016 1.5553
H 1.3392 -1.8402 0.4103
H 1.9952 1.5477 2.2749
H 1.5614 -0.1793 2.4065
H 0.3204 1.0635 2.6090
H 1.0520 2.6096 -0.5672
H -0.3171 2.4986 0.6411
C -0.7044 -1.9149 -1.8486
C -0.5130 -0.5298 -1.3426
C -0.6856 0.6254 -1.8485
H 1.8271 0.4177 0.0100
H -1.4213 -2.4387 -1.2132
H -1.0476 -1.9249 -2.8839
H 0.2351 -2.4659 -1.7661
H -0.3294 1.5373 -1.0044
H -0.9986 1.1097 -2.7561
*
```